Density functional theory data (the ωB97M-V functional and the def2-TZVPD basis) for a molecular structure, C30H84BMnN5O12 at a distorted geometry.

Its multiplicity is 6. For the molar mass, the calculation gives 772.8 g/mol. As for the total charge: 0. The calculation puts the total energy at -96482.1598 eV. The value obtained for the HOMO energy (alpha / beta) is -0.282 / -0.301 hartree. The calculation puts the orbital gap (alpha / beta) at 7.93 / 8.43 eV.

Each line ends with the Löwdin charge.
Element x y z (Å)
Mn -2.14493 0.93322 1.63029  0.777
C -1.14992 1.24947 5.72133  -0.086
C -1.88244 0.15312 4.93243  -0.394
O -1.63110 0.12805 3.54667  -0.355
H -1.58757 2.18591 5.37542  0.041
H -0.12715 1.39162 5.37227  0.065
H -1.22246 1.19189 6.80738  0.070
H -2.94250 0.26862 5.15834  0.083
H -1.58138 -0.81563 5.33114  0.092
B -0.35031 0.36935 0.54464  -0.430
H 0.47015 0.48222 -0.14698  -0.020
H -0.28757 1.01862 1.40415  -0.022
H -1.26954 0.59406 0.02622  -0.032
H -0.41160 -0.64329 0.91211  0.003
C 10.15550 1.42751 -2.48609  -0.097
O 8.78832 1.89934 -2.61217  -0.172
C 8.13751 1.73225 -1.36739  -0.265
C 6.67950 2.12351 -1.44149  -0.208
N 5.84687 1.38744 -0.42689  -0.039
C 4.40138 1.74311 -0.64009  -0.193
C 3.44186 1.06355 0.39220  -0.156
O 3.80431 1.35675 1.80667  -0.206
C 3.23202 0.40712 2.71017  -0.102
H 10.60330 1.60772 -3.46338  0.082
H 10.19892 0.34871 -2.33647  0.083
H 10.77422 1.92470 -1.73903  0.084
H 8.56210 2.28697 -0.53066  0.120
H 8.13809 0.69380 -1.03615  0.117
H 6.27810 1.98940 -2.44598  0.114
H 6.59655 3.20003 -1.29205  0.109
H 6.08041 1.75149 0.48580  0.098
H 4.03981 1.41141 -1.61340  0.095
H 4.26412 2.82442 -0.63283  0.105
H 3.45864 -0.01224 0.21756  0.114
H 2.42294 1.40575 0.21108  0.086
H 2.15623 0.36542 2.53977  0.072
H 3.47495 0.70689 3.72959  0.085
H 3.66188 -0.58942 2.60912  0.086
C -4.98800 -0.40303 -3.07914  -0.097
O -4.38500 0.76935 -2.58408  -0.215
C -3.00241 0.75853 -2.17660  -0.141
C -2.75069 2.11711 -1.46904  -0.174
N -3.36447 2.12368 -0.15392  -0.070
C -3.49052 3.46573 0.40494  -0.160
C -2.24805 3.94623 1.18903  -0.155
O -1.73379 2.92826 2.04576  -0.301
C -0.58683 3.33475 2.76963  -0.057
H -4.81557 -1.18404 -2.33860  0.066
H -4.53921 -0.64885 -4.04156  0.088
H -6.05240 -0.32396 -3.30033  0.088
H -2.34160 0.64948 -3.03657  0.117
H -2.87918 -0.10084 -1.51751  0.105
H -3.05898 2.98602 -2.05046  0.125
H -1.69081 2.32730 -1.32560  0.096
H -4.30559 1.90230 -0.44614  0.107
H -4.31512 3.51079 1.11633  0.106
H -3.76796 4.20034 -0.35102  0.125
H -2.47883 4.83231 1.78039  0.130
H -1.47119 4.26118 0.49232  0.127
H -0.16614 2.39091 3.11647  0.082
H -0.93030 3.94977 3.60141  0.097
H 0.14154 3.93270 2.22186  0.104
C 0.09961 -3.19192 2.75246  -0.252
C -0.94018 -3.67610 3.73847  -0.195
O -2.15129 -2.92015 3.46188  -0.091
O 0.65932 -1.93657 3.09545  -0.061
H -0.39144 -3.24256 1.78065  0.084
H 0.92109 -3.90776 2.72335  0.113
H -0.57883 -3.59918 4.76395  0.115
H -1.11957 -4.74503 3.62308  0.112
H -1.97135 -1.97935 3.39786  0.013
H 0.05632 -1.19148 3.14870  0.039
C 1.33928 -2.32914 -1.41820  -0.151
C 2.40529 -2.15457 -2.49416  -0.239
O 3.48943 -2.99967 -2.16066  -0.071
O 0.16599 -1.41822 -1.61305  -0.134
H 1.63676 -2.22302 -0.37496  0.126
H 0.97383 -3.35592 -1.43479  0.097
H 2.70045 -1.10537 -2.50590  0.101
H 2.19419 -2.51344 -3.50151  0.124
H 4.25610 -2.48322 -2.41967  0.083
H 0.24089 -0.70711 -0.97249  -0.030
C 0.51828 1.09168 -4.20784  -0.051
C 1.49383 1.79860 -3.26199  -0.408
C 2.35013 2.96190 -3.97806  -0.213
O 3.18078 2.29026 -4.88018  -0.207
C 4.12553 3.27083 -5.46143  -0.056
N 0.88372 2.41271 -2.10468  0.059
H 1.02983 0.66820 -5.07218  0.079
H -0.20875 1.84008 -4.52315  0.077
H 0.08224 0.24759 -3.67352  0.054
H 2.19191 0.99534 -3.02629  0.095
H 2.84220 3.53858 -3.19485  0.108
H 1.73355 3.63085 -4.57842  0.118
H 3.49717 4.05293 -5.88757  0.082
H 4.68776 2.83197 -6.28568  0.082
H 4.83608 3.54894 -4.68306  0.081
H 1.48065 3.01313 -1.55398  0.065
H 0.54664 1.74942 -1.42164  0.020
C -3.57653 -4.25694 -1.69177  -0.075
C -2.63293 -4.22297 -0.57731  -0.461
C -1.59831 -5.34314 -0.57425  -0.159
O -0.86026 -5.38671 0.66732  -0.202
C 0.32875 -6.14797 0.63247  -0.106
N -2.07828 -2.89047 -0.49223  0.072
H -2.93864 -4.28891 -2.57504  0.088
H -4.30669 -3.44863 -1.73196  0.066
H -4.08989 -5.21353 -1.78916  0.085
H -3.26117 -4.29478 0.31054  0.140
H -0.90694 -5.16437 -1.39775  0.122
H -2.10027 -6.30286 -0.69709  0.127
H 0.18610 -7.21670 0.47254  0.086
H 0.74662 -5.96830 1.62302  0.079
H 1.05931 -5.80118 -0.09837  0.085
H -1.44824 -2.68633 -1.25477  0.067
H -1.56391 -2.77364 0.36909  0.056
C -5.53194 -1.80616 1.21960  -0.044
C -4.63146 -0.56823 1.15476  -0.381
C -5.13091 0.51252 2.23307  -0.121
O -4.03778 1.36793 2.55348  -0.295
C -4.40955 2.27663 3.64779  -0.033
N -3.25027 -0.93676 1.22506  0.052
H -5.15663 -2.57139 0.54013  0.064
H -6.57735 -1.67196 0.94173  0.082
H -5.53775 -2.27219 2.20494  0.086
H -4.83155 -0.15111 0.16780  0.111
H -5.47172 -0.05937 3.09613  0.128
H -5.89883 1.11965 1.75370  0.129
H -3.54961 2.92700 3.80788  0.083
H -4.68760 1.77746 4.57602  0.098
H -5.14826 2.99070 3.28375  0.088
H -3.09787 -1.51546 2.03870  0.076
H -3.12521 -1.56404 0.44340  0.047

Forces on atoms 1 to 3 (eV/Å):
Mn -0.51 -1.35 1.27
C -0.20 0.68 -1.31
C 0.73 -0.32 -0.43